(1)
Entry from the Open Molecules 2025 dataset: 3 unconnected molecules or ions with the total composition C5H15NO2 (the ωB97M-V functional and the def2-TZVPD basis).

Values from the calculation:
SMILES: C[C@@H]1CCCN1.O.O
ΔE to the lowest compared entry with this formula, charge and spin in eV: 1.224
LUMO level in eV: 0.80
HOMO energy in eV: -9.04
M in g mol⁻¹: 121.180
F_max in eV Å⁻¹: 2.18

Structure (XYZ):
```
23
Properties=species:S:1:pos:R:3:forces:R:3
O 2.65768 3.82994 0.49710 0.1 0.1 0.1
O 3.11568 -3.55909 -1.60032 -0.2 -0.1 -0.1
N 0.02346 -0.11454 0.92978 0.0 -1.0 0.4
C -0.71833 0.78258 1.78777 -0.6 0.0 -1.0
C -1.63928 1.43153 0.70712 0.8 1.6 0.6
C -0.14423 -1.51101 -1.08138 0.1 0.0 -0.2
C -1.76797 0.39904 -0.45591 -1.5 0.2 1.3
C -0.94207 -0.77579 0.01977 2.1 -0.1 -0.7
H -1.36709 0.86829 -1.35413 -0.2 -0.4 -0.1
H -0.14824 -2.57972 -0.86668 -0.1 -0.1 -0.3
H -2.47950 1.89865 1.23066 -0.6 -0.7 -0.5
H -0.01168 1.39283 2.35127 -0.2 0.5 -0.3
H -1.18181 2.31554 0.24421 0.4 -0.1 0.3
H -1.54249 -1.56371 0.47849 -0.4 0.3 0.5
H 2.79727 -3.70777 -2.49677 0.1 0.0 0.0
H -0.52902 -1.29849 -2.08194 -0.4 -0.4 0.1
H 2.27166 3.03049 0.13193 -0.1 -0.1 0.0
H 0.57116 -0.77812 1.46877 0.0 -0.1 -0.2
H 2.34177 -3.74325 -1.05796 0.1 0.0 0.1
H -1.38551 0.31169 2.52910 0.2 -0.3 -0.1
H 0.90903 -1.23478 -1.17308 -0.1 0.3 0.5
H -2.82804 0.09016 -0.56809 0.6 0.3 -0.4
H 1.99755 4.51553 0.36028 0.0 0.0 0.0
```
Forces are in eV/Å.

These are the Mulliken partial charges, in e, on atoms 1 to 5: atom 1 (O): -0.6448, atom 2 (O): -0.6381, atom 3 (N): -0.4065, atom 4 (C): -0.6195, atom 5 (C): -0.5718

---

(2)
Entry from the Open Molecules 2025 dataset: 2 unconnected molecules or ions with the total composition C5H15NO2 (the ωB97M-V functional and the def2-TZVPD basis).

Values from the calculation:
SMILES: CCNC[C@@H](C)O.O
ΔE to the lowest compared entry with this formula, charge and spin in eV: 3.519
LUMO level in eV: 0.65
HOMO energy in eV: -9.02
M in g mol⁻¹: 121.180
F_max in eV Å⁻¹: 5.90

Structure (XYZ):
```
23
Properties=species:S:1:pos:R:3:forces:R:3
O 0.59205 -3.30975 -0.07285 0.5 -2.3 -2.1
O 1.76637 -0.72004 0.15295 3.4 -1.0 -0.1
N -1.25382 0.32861 1.28964 1.0 0.7 -5.7
C 1.70544 1.64214 -0.54707 1.2 0.4 -0.6
C -1.79956 -0.57318 0.16298 -0.9 2.3 -0.1
C -1.99594 0.41767 -1.13105 -1.7 -2.4 1.4
C 0.22463 0.66600 1.13855 -3.1 1.6 -0.7
C 0.94922 0.36018 -0.25155 1.9 2.2 5.1
H -1.26525 -1.55555 -0.14265 -0.5 1.7 0.7
H 0.73733 0.11040 1.91093 0.5 0.1 0.0
H -2.36485 -0.39771 -1.84197 0.1 2.0 0.1
H 2.69427 -0.47363 0.50199 -2.4 -0.2 -0.9
H 2.57029 1.39549 -1.21880 -0.9 0.5 0.0
H -2.70058 1.23261 -0.82024 -0.1 -1.2 -0.5
H 0.21128 1.78042 1.39554 0.6 -1.4 -0.5
H 2.18918 2.04044 0.36321 -0.4 -0.1 -0.2
H 0.52536 0.05844 -1.12305 -2.1 -1.0 -1.9
H 0.37892 -2.70283 0.55819 -1.8 2.0 3.6
H -1.18921 1.01688 -1.52431 0.8 -0.6 0.0
H 1.20572 -2.69621 -0.44665 1.4 0.2 -1.4
H 1.01089 2.44631 -0.94035 0.9 -1.0 0.2
H -2.87158 -0.84081 0.56204 2.0 0.3 -1.1
H -1.32017 -0.22591 2.02453 -0.4 -2.8 4.6
```
Forces are in eV/Å.

These are the Mulliken partial charges, in e, on atoms 1 to 5: atom 1 (O): -0.6677, atom 2 (O): -0.5836, atom 3 (N): -0.4235, atom 4 (C): -1.6599, atom 5 (C): -0.2462

---

(3)
Entry from the Open Molecules 2025 dataset: 3 unconnected molecules or ions with the total composition C5H15NO2 (the ωB97M-V functional and the def2-TZVPD basis).

Values from the calculation:
ΔE to the lowest compared entry with this formula, charge and spin in eV: 1.992
LUMO level (spin up / spin down) in eV: -3.95 / -7.55
HOMO energy (spin up / spin down) in eV: -13.81 / -13.81
Expectation value of S²: 0.762
Multiplicity: 2
Net charge: +1
M in g mol⁻¹: 121.180
F_max in eV Å⁻¹: 3.06

Structure (XYZ):
```
23
Properties=species:S:1:pos:R:3:forces:R:3
O 4.97005 -0.35902 1.46187 -0.2 -0.5 -0.2
O 3.28965 -4.34748 0.55049 0.2 0.7 0.9
N -0.24965 1.59406 0.26316 -1.1 1.2 -0.9
C -1.31991 0.76799 -0.01541 -0.2 -0.9 1.1
C -0.98011 -0.65734 -0.24442 -0.6 -0.3 -0.5
C -3.81297 0.44293 -0.53715 0.5 0.2 0.0
C 0.30159 2.22591 -0.96476 2.6 -1.5 -0.7
C -2.65054 1.17438 0.01406 -0.3 0.6 1.2
H -4.74373 0.93078 -0.27525 0.0 0.3 -0.3
H 0.07268 -0.83209 -0.12348 0.5 0.0 -0.5
H 0.15650 1.58895 -1.84838 -0.8 0.3 0.3
H -3.92217 -0.58051 -0.19276 0.4 -0.3 -0.1
H -1.43454 -1.07248 -1.14753 0.4 0.0 -0.1
H -0.32961 2.26500 1.02167 -0.5 0.1 -0.1
H 4.44992 -1.11630 1.15130 0.2 0.3 0.1
H -2.89577 2.15194 0.43022 0.4 0.0 -0.1
H 5.87800 -0.67350 1.38497 0.0 0.1 0.0
H 2.85574 -3.61633 1.01487 -0.3 -0.1 -0.4
H 1.38991 2.16965 -0.94202 0.2 0.4 0.5
H 3.97202 -4.52426 1.21386 0.2 -0.5 -0.4
H -1.42817 -1.26727 0.55805 -0.2 0.4 0.1
H 0.05721 3.26626 -1.15047 -0.7 -0.1 0.3
H -3.62610 0.46872 -1.62288 -0.5 -0.3 0.0
```
Forces are in eV/Å.

These are the Mulliken partial charges, in e, on atoms 1 to 5: atom 1 (O): -0.6350, atom 2 (O): -0.6210, atom 3 (N): -0.0597, atom 4 (C): 0.5927, atom 5 (C): -1.2477

---

(4)
Entry from the Open Molecules 2025 dataset: 3 unconnected molecules or ions with the total composition C5H15NO3S (the ωB97M-V functional and the def2-TZVPD basis).

Values from the calculation:
SMILES: CCC(=O)NCCS.O.O
ΔE to the lowest compared entry with this formula, charge and spin in eV: 0.828
LUMO level in eV: 0.30
HOMO energy in eV: -9.39
M in g mol⁻¹: 169.246
F_max in eV Å⁻¹: 2.11

Structure (XYZ):
```
25
Properties=species:S:1:pos:R:3:forces:R:3
S 0.53691 -2.10438 3.11297 0.2 0.1 -0.1
O -3.63606 1.21388 -1.61545 -0.4 0.5 0.4
O 2.76642 0.45077 2.56912 -0.2 0.3 0.4
O -1.23325 -0.02856 -2.38855 0.1 -0.1 -0.5
N -0.45598 -1.37591 -0.78308 0.5 0.1 0.1
C 0.31483 2.17863 -1.70094 -0.9 0.2 -0.3
C -0.10892 -1.12493 1.68408 0.1 -2.1 0.1
C 0.07773 1.05387 -0.71641 0.3 -0.3 0.2
C -0.55126 -0.15330 -1.39357 -0.2 0.0 0.6
C 0.39029 -1.71246 0.35594 0.0 0.5 0.0
H 1.28197 -2.96614 2.40760 0.0 0.0 0.0
H 0.26013 -0.12431 1.78130 -0.5 0.6 0.3
H 3.20395 -0.36074 2.30338 -0.1 0.0 -0.3
H -0.61100 2.30875 -2.25711 -0.2 0.2 0.0
H -1.17401 -1.33304 1.77783 -0.1 0.9 -0.3
H 0.98952 0.78360 -0.17974 0.1 -0.1 -0.1
H -3.54513 1.72989 -0.79464 0.1 -0.6 -0.5
H -0.67416 -2.13516 -1.40916 -0.3 0.0 0.1
H 1.03967 1.97029 -2.48304 0.4 -0.1 0.3
H 0.51638 3.11519 -1.18681 0.3 0.0 -0.1
H -0.62285 1.36253 0.07006 0.0 0.1 -0.2
H 2.49658 0.94974 1.79498 0.3 -0.2 -0.2
H 0.42818 -2.80190 0.39014 0.0 0.1 0.1
H 1.39974 -1.31669 0.21707 0.2 -0.3 -0.2
H -3.08967 0.42038 -1.55596 0.1 0.3 0.0
```
Forces are in eV/Å.

These are the Mulliken partial charges, in e, on atoms 1 to 5: atom 1 (S): -0.2144, atom 2 (O): -0.6256, atom 3 (O): -0.6115, atom 4 (O): -0.6601, atom 5 (N): -0.1612